# 1
{
  "formula": "C6H16N",
  "method": "ωB97M-V/def2-TZVPD",
  "symbols": ["C", "C", "C", "C", "C", "C", "N", "H", "H", "H", "H", "H", "H", "H", "H", "H", "H", "H", "H", "H", "H", "H", "H"],
  "positions_angstrom": [[2.073910, 1.437950, -0.961453], [0.929692, 0.471125, -0.874333], [0.752955, -0.178708, 0.487714], [-0.439789, 0.371883, 1.270950], [-1.812295, 0.016489, 0.655262], [-2.469127, -1.166713, 1.385458], [1.068648, -0.637199, -1.918922], [2.324243, 1.717958, -1.990413], [2.981356, 1.067803, -0.479294], [1.783511, 2.353619, -0.455623], [-0.017574, 0.933908, -1.133689], [1.634458, -0.101119, 1.118327], [0.687817, -1.268310, 0.509005], [-0.394581, -0.069361, 2.254427], [-0.387688, 1.457834, 1.374857], [-1.697346, -0.278614, -0.393311], [-2.471434, 0.877156, 0.736798], [-2.451863, -0.952864, 2.458208], [-3.518659, -1.306798, 1.150987], [-1.871799, -2.082098, 1.284476], [1.190700, -0.260848, -2.861357], [0.211241, -1.183331, -1.847436], [1.893625, -1.219761, -1.770636]],
  "forces_ev_per_a": [[0.40, 0.30, -0.27], [-0.01, -0.55, 0.21], [0.07, -0.24, 1.18], [-0.47, 0.00, -0.59], [0.01, -0.67, 0.47], [0.59, 0.34, 0.76], [0.24, 0.41, -0.07], [-0.13, -0.01, 0.07], [-0.11, -0.10, -0.04], [0.02, 0.10, 0.13], [-0.02, 0.21, -0.24], [0.42, 0.67, -0.16], [-0.49, -0.25, -0.78], [0.05, 0.11, 0.46], [0.32, -0.04, 0.06], [-0.15, 0.36, -0.18], [-0.05, 0.04, -0.31], [-0.05, 0.05, 0.00], [0.04, -0.25, -0.43], [-0.37, 0.03, -0.25], [-0.35, 0.07, -0.03], [0.16, -0.37, -0.33], [-0.13, -0.19, 0.35]],
  "nbo_charge": [-0.642, -0.039, -0.449, -0.398, -0.396, -0.608, -0.671, 0.226, 0.234, 0.261, 0.227, 0.240, 0.219, 0.229, 0.216, 0.160, 0.225, 0.212, 0.230, 0.199, 0.440, 0.447, 0.439],
  "relative_energy_kj_mol": 29.1,
  "e_homo_ev": -14.8149,
  "smiles": "CCCC[C@@H](C)[NH3+]",
  "gap_ev": 11.26,
  "e_tot_ev": -7965.131,
  "charge": 1
}

---

# 2
{
  "formula": "C19H29N7OsS2Si",
  "method": "ωB97M-V/def2-TZVPD",
  "symbols": ["Os", "C", "C", "N", "N", "C", "S", "N", "N", "H", "H", "H", "H", "H", "H", "N", "C", "N", "S", "H", "H", "H", "H", "C", "C", "C", "C", "C", "C", "N", "C", "C", "C", "C", "C", "C", "H", "H", "H", "H", "H", "H", "H", "H", "H", "H", "C", "Si", "C", "C", "H", "H", "H", "H", "H", "H", "H", "H", "H"],
  "positions_angstrom": [[-0.355149, 0.687311, -0.503024], [-4.879294, 1.103537, 2.203678], [-4.287572, 1.944258, 1.137692], [-4.742392, 3.057869, 0.683802], [-3.829776, 3.474593, -0.256271], [-2.811071, 2.638278, -0.383922], [-1.422473, 2.707434, -1.319977], [-3.085404, 1.656701, 0.480613], [-2.239871, 0.552747, 0.595495], [-5.809372, 1.555351, 2.537513], [-4.208520, 1.032759, 3.063871], [-5.093163, 0.093707, 1.846095], [-3.982668, 4.332722, -0.762331], [-2.121818, 0.346324, 1.582071], [-2.676208, -0.262000, 0.158088], [0.312577, -2.295145, -3.661336], [-0.038582, -1.018420, -3.675678], [0.500653, -0.198044, -4.565940], [-1.251088, -0.452278, -2.581033], [0.919734, -2.698098, -4.361045], [-0.132557, -2.911505, -3.003381], [1.117395, -0.529371, -5.293295], [0.172493, 0.749745, -4.629541], [4.810266, -0.721729, -0.855715], [4.342691, -1.542883, 0.166986], [2.986543, -1.644913, 0.414744], [2.084934, -0.894735, -0.344290], [2.558042, -0.076390, -1.369293], [3.912207, 0.000085, -1.632798], [0.709361, -0.881268, -0.052214], [0.120606, -2.125035, 0.341940], [-0.777971, -2.193092, 1.401547], [-1.417949, -3.381378, 1.711862], [-1.159653, -4.527044, 0.971003], [-0.231279, -4.477904, -0.058284], [0.417616, -3.290169, -0.362325], [5.873042, -0.644044, -1.044453], [5.041700, -2.094814, 0.781557], [2.613139, -2.267619, 1.219538], [1.839980, 0.481387, -1.976770], [4.276875, 0.624867, -2.438180], [-0.888660, -1.322257, 2.028196], [-2.101125, -3.432436, 2.551414], [-1.662721, -5.455578, 1.207584], [-0.005476, -5.371166, -0.627556], [1.152131, -3.248035, -1.158036], [-0.111748, 3.630321, 1.619757], [0.887868, 2.145700, 1.052705], [2.453098, 2.781576, 0.253278], [1.150094, 1.073959, 2.578911], [0.428682, 4.112186, 2.442377], [-1.104224, 3.361603, 1.996775], [-0.228715, 4.371425, 0.827494], [2.930395, 3.457773, 0.971430], [2.245042, 3.356613, -0.652410], [3.165911, 1.994300, 0.015209], [1.710468, 1.669521, 3.309084], [1.724196, 0.167146, 2.375450], [0.198759, 0.795546, 3.041339]],
  "forces_ev_per_a": [[1.44, -1.05, -0.10], [0.04, -0.12, 0.01], [0.11, -0.19, 0.05], [0.05, 0.24, -0.20], [-0.32, -0.08, 0.24], [0.07, 0.46, -0.36], [0.40, 0.12, -0.30], [-0.26, -0.14, 0.38], [0.85, -0.65, -0.31], [0.00, 0.04, -0.04], [-0.01, 0.03, -0.03], [0.00, 0.04, -0.02], [-0.01, 0.06, 0.01], [0.15, -0.01, 0.14], [-0.15, -0.03, 0.11], [0.08, 0.01, -0.13], [-0.02, 0.07, 0.17], [0.14, -0.06, -0.04], [-0.46, 0.20, -0.25], [-0.04, 0.01, 0.01], [-0.07, -0.03, 0.04], [0.03, 0.02, 0.02], [-0.10, 0.04, 0.01], [-0.08, -0.03, 0.01], [0.05, 0.07, -0.04], [-0.20, 0.01, 0.17], [0.38, 0.04, -0.17], [-0.35, -0.09, 0.00], [0.21, 0.11, -0.07], [-1.63, 0.29, 0.30], [0.15, -0.18, 0.17], [0.08, 0.21, -0.06], [-0.06, -0.11, 0.07], [-0.03, 0.03, -0.01], [0.05, 0.01, -0.08], [0.06, 0.08, -0.20], [-0.04, -0.03, -0.02], [-0.02, -0.01, -0.04], [0.07, 0.01, -0.03], [0.02, 0.01, -0.10], [-0.03, 0.01, 0.03], [-0.09, 0.15, 0.17], [0.06, 0.06, -0.03], [0.03, 0.04, 0.01], [0.01, 0.02, 0.04], [0.03, -0.07, 0.06], [0.15, 0.01, 0.05], [-0.88, 0.50, 0.35], [0.03, -0.18, 0.04], [0.31, 0.07, -0.13], [-0.09, -0.02, -0.03], [0.05, 0.02, 0.00], [-0.02, -0.02, 0.04], [-0.06, -0.01, -0.04], [-0.01, -0.02, 0.03], [0.02, 0.07, 0.03], [-0.07, -0.09, 0.01], [-0.05, 0.04, 0.05], [0.04, 0.03, -0.01]],
  "nbo_charge": [0.573, -0.680, 0.370, -0.189, -0.340, 0.252, 0.018, -0.241, -0.526, 0.291, 0.246, 0.247, 0.456, 0.422, 0.420, -0.743, 0.371, -0.745, -0.255, 0.420, 0.437, 0.419, 0.436, -0.166, -0.179, -0.221, 0.148, -0.253, -0.189, -0.489, 0.190, -0.279, -0.174, -0.179, -0.185, -0.256, 0.246, 0.246, 0.239, 0.204, 0.239, 0.203, 0.237, 0.245, 0.239, 0.223, -1.134, 1.414, -1.138, -1.117, 0.260, 0.218, 0.251, 0.270, 0.252, 0.247, 0.264, 0.237, 0.225],
  "relative_energy_kj_mol": 118.7,
  "e_homo_ev": [-13.7842, -13.8069],
  "gap_ev": [6.26, 6.11],
  "e_tot_ev": -62605.904,
  "charge": 2
}